[1]
{
  "formula": "C4H5ClOSi",
  "method": "ωB97M-V with the def2-TZVPD basis set",
  "total_charge": 0,
  "homo_ev": -9.176,
  "spin_multiplicity": 1,
  "homo_lumo_gap_ev": 7.314,
  "lumo_energy_ha": -0.068,
  "elements": ["C", "C", "C", "C", "O", "Si", "Cl", "H", "H", "H", "H", "H"],
  "coordinates": [[-0.326, 1.030, -0.111], [1.012, 0.848, -0.290], [-1.553, 1.023, -0.012], [-2.934, 0.556, 0.071], [4.382, -1.272, 0.101], [2.910, -1.559, -0.014], [2.110, 2.131, -0.153], [-3.545, 1.400, 0.514], [-3.154, -0.412, 0.627], [-3.143, 0.365, -0.950], [2.116, -1.669, 1.115], [2.126, -2.439, -0.899]],
  "lowdin_charge": [-0.169, -0.552, -0.024, -0.083, -0.441, 0.514, 0.655, 0.099, 0.116, 0.071, -0.106, -0.079]
}

***

[2]
{
  "formula": "C4H5NO2",
  "method": "ωB97M-V with the def2-TZVPD basis set",
  "total_charge": 0,
  "homo_ev": [-9.410, -9.305],
  "spin_multiplicity": 1,
  "homo_lumo_gap_ev": [8.487, 7.631],
  "lumo_energy_ha": [-0.034, -0.062],
  "elements": ["C", "C", "C", "C", "N", "O", "O", "H", "H", "H", "H", "H"],
  "coordinates": [[-0.926, 0.859, 0.815], [-1.969, 0.272, 0.294], [0.308, 0.252, 0.153], [-0.236, -0.764, -0.883], [-3.273, -0.107, 0.004], [-3.822, -1.141, 0.473], [-3.788, 0.631, -0.887], [-0.827, 1.643, 1.426], [0.788, 1.008, -0.440], [0.998, -0.144, 0.814], [-0.583, -1.568, -0.324], [-0.201, -0.604, -1.900]],
  "lowdin_charge": [-0.032, 0.064, -0.213, 0.131, -0.370, 0.038, 0.036, 0.068, 0.100, 0.081, 0.047, 0.050]
}

***

For reference, energy relative to the best compared isomer or geometry (same formula, charge and spin) by record: 98.8; 203.6 kcal/mol.
For reference, E_tot by record: -26670.8709; -9805.4841 eV.